1.
Below is the molecule C6H6O2 at a distorted geometry, with properties calculated with ωB97M-V/def2-TZVPD.

Output
Molar mass   110.112 g/mol
DFT total energy   -10410.9919 eV
SMILES   O=C1OCCC12C=C2
Max |F|   0.0826 Eh/bohr
Highest occupied orbital energy   -9.2 eV
ΔE to the lowest compared entry with this formula, charge and spin   55.75 kcal/mol
Net charge   0

Geometry (Å):
O -2.602 -1.502 -1.007
C -1.604 -1.182 -0.383
O -1.291 -1.711 0.758
C -0.094 -1.155 1.290
C 0.496 -0.139 0.301
C -0.639 0.064 -0.711
C -1.235 1.261 -1.325
C -0.442 0.557 -2.083
H 0.736 -1.956 1.565
H -0.457 -0.709 2.128
H 0.684 0.858 0.685
H 1.269 -0.632 -0.110
H -1.896 2.125 -1.196
H -0.071 0.324 -3.079

Cartesian forces (eV/Å) of the 2 atoms listed first:
O 1.4 0.4 0.6
C -1.6 2.0 -2.9

***

2.
Below is a structure of composition C6H8AlO6 at a distorted geometry, with properties calculated with ωB97M-V/def2-TZVPD.

Output
Molar mass   203.106 g/mol
2S+1   2
DFT total energy   -25173.5839 eV
Max |F|   0.3822 Eh/bohr
Highest occupied orbital energy (spin up / spin down)   -26.4 / -25.4 eV
ΔE to the lowest compared entry with this formula, charge and spin   16.28 kcal/mol
Net charge   +4

Geometry (Å):
O -3.850 -0.503 1.485
C -3.749 0.474 0.696
O -4.764 0.984 0.161
O -2.558 0.984 0.387
C -1.433 0.392 0.966
C -0.213 0.741 0.295
C 1.089 0.475 0.869
C 2.266 0.341 -0.070
O 2.196 -1.042 -0.637
C 2.895 -1.453 -1.573
O 3.963 -2.021 -1.599
Al -5.238 -0.344 1.068
H -1.423 -0.724 0.836
H -1.376 0.522 2.061
H -0.282 1.226 -0.689
H 1.076 -0.273 1.673
H 1.237 1.453 1.403
H 3.211 0.407 0.476
H 2.238 1.031 -0.919
O 2.080 -1.204 -3.065
H 2.637 -1.466 -3.823

Cartesian forces (eV/Å) of the 2 atoms listed first:
O 10.9 -3.6 5.0
C 10.8 7.0 -3.9

***

3.
Below is a cluster of 10 separate species, C26H64FN20O14S in total at a distorted geometry, with properties calculated with ωB97M-V/def2-TZVPD.

Output
Molar mass   931.989 g/mol
DFT total energy   -100013.8617 eV
Max |F|   0.0743 Eh/bohr
Highest occupied orbital energy   -10.2 eV
Net charge   +1

Geometry (Å):
C -0.811 3.169 -0.476
C -0.303 2.142 0.269
C 0.667 2.496 1.326
C 0.212 2.979 2.619
C -1.290 3.099 2.920
O -1.782 1.798 3.126
C -1.317 1.232 4.355
C -0.690 -0.166 4.196
N 0.981 3.332 3.547
N 2.263 3.262 3.288
S 3.249 3.823 4.598
O 2.442 4.033 5.711
O 3.837 5.007 4.144
F 4.293 2.747 4.964
C 2.880 2.836 2.190
C 4.402 2.768 1.977
O 4.802 1.426 1.894
C 5.635 0.994 2.984
C 4.885 -0.008 3.891
C 5.190 -1.468 3.555
C 2.086 2.434 1.143
C 2.701 1.989 -0.158
C 2.137 0.678 -0.797
C 1.681 -0.419 0.135
O 2.696 -1.004 0.926
C 2.420 -2.355 1.224
H -1.728 3.643 -0.118
H -0.312 3.515 -1.380
H -0.578 1.071 0.110
H -1.792 3.628 2.111
H -1.387 3.660 3.857
H -0.621 1.867 4.911
H -2.184 1.120 5.001
H -0.931 -0.661 3.249
H 0.405 -0.152 4.292
H -1.059 -0.812 4.997
H 4.571 3.199 0.984
H 4.988 3.374 2.672
H 6.451 0.419 2.526
H 6.111 1.809 3.533
H 3.817 0.243 3.895
H 5.252 0.174 4.911
H 5.004 -1.708 2.505
H 4.590 -2.127 4.189
H 6.248 -1.670 3.746
H 3.785 1.907 -0.121
H 2.483 2.787 -0.888
H 1.252 0.981 -1.386
H 2.879 0.350 -1.527
H 0.862 -0.122 0.808
H 1.278 -1.215 -0.510
H 2.576 -2.590 2.281
H 3.081 -3.038 0.668
H 1.394 -2.664 0.987
C -1.112 -1.836 -3.068
O -1.320 -1.072 -2.109
N -0.119 -1.639 -3.964
N -1.862 -2.932 -3.295
H 0.057 -2.255 -4.738
H 0.466 -0.837 -3.835
H -2.616 -3.128 -2.656
H -1.688 -3.548 -4.075
C 2.661 -4.191 -4.050
O 1.809 -3.402 -4.426
N 2.816 -5.429 -4.604
N 3.533 -3.899 -3.039
H 3.508 -6.089 -4.307
H 2.191 -5.681 -5.347
H 3.449 -2.998 -2.608
H 4.240 -4.530 -2.713
C -4.411 -1.387 1.833
O -5.003 -2.332 1.329
N -4.768 -0.852 3.043
N -3.346 -0.787 1.231
H -4.294 -0.078 3.469
H -5.551 -1.266 3.519
H -3.047 -1.149 0.329
H -2.851 -0.014 1.629
C -3.725 3.785 6.307
O -3.332 2.750 5.785
N -5.047 4.072 6.451
N -2.868 4.735 6.787
H -5.392 4.911 6.876
H -5.703 3.393 6.109
H -1.886 4.554 6.700
H -3.169 5.589 7.219
C -6.125 -2.149 6.426
O -6.991 -1.389 6.030
N -5.997 -3.426 5.957
N -5.204 -1.789 7.373
H -5.291 -4.065 6.268
H -6.655 -3.727 5.262
H -5.267 -0.858 7.741
H -4.485 -2.399 7.710
C -1.083 -3.885 -7.120
O -1.260 -3.815 -5.910
N -2.102 -3.814 -8.015
N 0.156 -4.039 -7.664
H -1.975 -3.866 -9.013
H -3.028 -3.699 -7.646
H 0.931 -4.090 -7.027
H 0.327 -4.098 -8.651
C -2.878 -1.708 -11.451
O -1.959 -2.477 -11.191
N -3.631 -1.110 -10.481
N -3.210 -1.394 -12.728
H -4.386 -0.478 -10.673
H -3.405 -1.323 -9.527
H -2.665 -1.820 -13.461
H -3.954 -0.769 -12.973
C 1.407 3.526 9.921
O 1.248 2.980 10.994
N 1.488 2.828 8.744
N 1.520 4.884 9.794
H 1.620 3.258 7.848
H 1.410 1.830 8.800
H 1.466 5.428 10.635
H 1.653 5.353 8.918
C 0.651 -0.906 -13.335
O 0.125 -1.804 -13.970
N 0.216 -0.531 -12.096
N 1.720 -0.198 -13.816
H 0.631 0.207 -11.561
H -0.570 -1.036 -11.717
H 2.063 -0.448 -14.724
H 2.168 0.544 -13.313

Cartesian forces (eV/Å) of the 2 atoms listed first:
C 0.7 1.0 0.5
C -0.2 -1.7 0.0

***

4.
Below is a cluster of 2 separate species, C5H10O2 in total at a distorted geometry, with properties calculated with ωB97M-V/def2-TZVPD.

Output
Molar mass   102.133 g/mol
DFT total energy   -9439.3630 eV
SMILES   C=C(O)/C=C/C.O
Max |F|   0.0613 Eh/bohr
Highest occupied orbital energy   -8.2 eV
ΔE to the lowest compared entry with this formula, charge and spin   84.86 kcal/mol
Net charge   0

Geometry (Å):
C 2.217 -1.395 0.795
C 1.103 -0.649 0.683
O 1.184 0.678 0.360
C -0.181 -1.228 0.220
C -1.277 -0.491 0.027
C -2.564 -1.081 -0.424
H 3.158 -0.995 0.426
H 2.434 -2.218 1.452
H 2.065 0.909 0.040
H -0.318 -2.268 0.507
H -1.384 0.471 0.520
H -2.622 -2.170 -0.435
H -2.899 -0.657 -1.364
H -3.386 -0.833 0.257
O 0.522 4.143 -0.867
H 1.042 3.432 -0.477
H 0.906 4.353 -1.721

Cartesian forces (eV/Å) of the 2 atoms listed first:
C 1.1 0.7 0.7
C 0.2 -0.6 -2.1

***

5.
Below is the molecule C4H6N2O, with properties calculated with ωB97M-V/def2-TZVPD.

Output
Molar mass   98.105 g/mol
DFT total energy   -9272.2445 eV
SMILES   O=C1NC[C@H]2CN12
Max |F|   0.0187 Eh/bohr
Highest occupied orbital energy   -9.9 eV
ΔE to the lowest compared entry with this formula, charge and spin   29.00 kcal/mol
Net charge   0

Geometry (Å):
O 1.441 2.128 0.546
C 0.837 1.152 0.176
N 1.328 -0.114 0.280
C 0.492 -1.144 -0.310
C -0.748 -0.308 -0.662
C -1.434 0.416 0.427
N -0.463 1.112 -0.429
H 2.268 -0.094 0.646
H 0.252 -1.965 0.379
H 0.916 -1.588 -1.221
H -1.284 -0.537 -1.579
H -2.456 0.757 0.294
H -1.149 0.184 1.453

Cartesian forces (eV/Å) of the 2 atoms listed first:
O -0.4 0.2 -0.1
C 0.1 0.0 0.1

***

6.
Below is a structure of composition C29H26MoN6O7, with properties calculated with ωB97M-V/def2-TZVPD.

Output
Molar mass   666.502 g/mol
2S+1   3
DFT total energy   -55611.0797 eV
Max |F|   0.0175 Eh/bohr
Highest occupied orbital energy (spin up / spin down)   -14.6 / -14.6 eV
ΔE to the lowest compared entry with this formula, charge and spin   0.00 kcal/mol
Net charge   +2

Geometry (Å):
Mo 1.235 1.605 0.898
O 2.751 1.933 4.698
C 2.222 1.354 3.811
O 1.752 2.037 2.708
C 1.889 -0.120 3.744
C 0.440 -0.305 3.274
C -0.058 -1.718 3.504
C 0.798 -2.525 2.501
C 1.562 -1.434 1.761
O 0.604 -0.290 1.801
C 2.690 -0.879 2.629
C 3.601 0.033 1.832
O 4.773 0.153 1.982
O 2.949 0.702 0.832
H 2.063 -0.552 4.727
H -0.241 0.486 3.575
H -1.117 -1.781 3.258
H 0.069 -2.027 4.540
H 0.184 -3.114 1.825
H 1.495 -3.200 2.995
H 1.811 -1.632 0.723
H 3.313 -1.659 3.060
C -1.903 3.400 3.610
C -0.708 3.216 2.919
N -0.670 2.428 1.846
C -1.812 1.844 1.443
C -2.971 1.993 2.191
N -3.013 2.764 3.269
C -1.717 1.146 0.153
C -2.799 0.648 -0.540
C -2.631 0.160 -1.839
C -1.362 0.272 -2.406
C -0.317 0.782 -1.662
N -0.478 1.155 -0.378
C 1.029 1.032 -2.181
C 1.417 0.884 -3.506
N 2.644 1.173 -3.909
C 3.501 1.608 -2.995
C 3.143 1.753 -1.661
N 1.901 1.473 -1.267
C -3.764 -0.405 -2.593
C -4.771 -1.108 -1.938
C -5.813 -1.628 -2.690
N -5.912 -1.484 -4.007
C -4.951 -0.805 -4.626
C -3.859 -0.253 -3.973
H -1.940 4.060 4.468
H 0.218 3.666 3.248
H -3.886 1.480 1.921
H -3.787 0.679 -0.103
H -1.195 -0.049 -3.423
H 0.727 0.523 -4.257
H 4.505 1.850 -3.319
H 3.854 2.060 -0.906
H -4.740 -1.288 -0.871
H -6.605 -2.190 -2.208
H -5.058 -0.693 -5.698
H -3.132 0.315 -4.539
C 2.471 -3.811 -2.367
C 1.381 -2.832 -2.003
O 1.905 -1.619 -1.422
H 2.040 -4.746 -2.723
H 3.096 -4.041 -1.502
H 3.105 -3.419 -3.165
H 0.700 -3.261 -1.265
H 0.792 -2.564 -2.885
H 2.847 -1.578 -1.624
O 2.003 4.703 0.250
C 1.733 3.640 0.458

Cartesian forces (eV/Å) of the 2 atoms listed first:
Mo -0.2 -0.7 0.5
O 0.0 -0.1 0.1

***

Question: Look up the net charge of the second one.
Answer: +4

***

Repeat the fifth record exactly.
Below is the molecule C4H6N2O, with properties calculated with ωB97M-V/def2-TZVPD.

Output
Molar mass   98.105 g/mol
DFT total energy   -9272.2445 eV
SMILES   O=C1NC[C@H]2CN12
Max |F|   0.0187 Eh/bohr
Highest occupied orbital energy   -9.9 eV
ΔE to the lowest compared entry with this formula, charge and spin   29.00 kcal/mol
Net charge   0

Geometry (Å):
O 1.441 2.128 0.546
C 0.837 1.152 0.176
N 1.328 -0.114 0.280
C 0.492 -1.144 -0.310
C -0.748 -0.308 -0.662
C -1.434 0.416 0.427
N -0.463 1.112 -0.429
H 2.268 -0.094 0.646
H 0.252 -1.965 0.379
H 0.916 -1.588 -1.221
H -1.284 -0.537 -1.579
H -2.456 0.757 0.294
H -1.149 0.184 1.453

Cartesian forces (eV/Å) of the 2 atoms listed first:
O -0.4 0.2 -0.1
C 0.1 0.0 0.1

***

Question: Which of these has the highest net charge?
Answer: C6H8AlO6